Record 1
DFT (ωB97M-V/def2-TZVPD) results for 7 unconnected molecules or ions with the total composition C43H67BrN5O13S.

The net charge is +1. The calculation puts the calculated total energy at -160618.208 eV.

Structure (XYZ):
```
130
C43H67BrN5O13S ωB97M-V/def2-TZVPD
C 0.8699 -3.4669 0.0900
N 0.8125 -4.3385 -1.1059
C -0.4655 -4.8747 -1.2576
N -0.6029 -6.1740 -1.3801
Br 0.7730 -7.3839 -1.2220
N -1.5201 -4.0286 -1.3452
C -2.8924 -4.4847 -1.0510
C -3.5842 -3.5159 -0.0844
C -4.3832 -2.3828 -0.7558
C -3.9821 -0.9779 -0.2886
C -4.1853 0.0980 -1.3506
N -5.6242 0.2978 -1.6170
C -1.3683 -3.1529 -2.5490
S -1.7099 -4.1671 -4.0407
C 0.0328 -2.5542 -2.6103
C 1.1031 -3.6151 -2.3950
C 2.5517 -3.1451 -2.4063
C 3.0100 -2.3405 -3.6353
C 3.5522 -0.9336 -3.3786
O 4.2558 -0.3799 -4.1826
N 3.1807 -0.3501 -2.1554
C 1.7859 -0.0227 -2.0536
C 1.1630 -0.0411 -0.8006
C -0.2099 0.1869 -0.6988
C -0.9597 0.4517 -1.8509
C -0.3341 0.5013 -3.0953
C 1.0385 0.2655 -3.1990
H 0.1695 -2.6321 0.0677
H 1.8801 -3.0801 0.1827
H 0.6652 -4.0583 0.9824
H -1.5115 -6.5611 -1.5946
H -2.8693 -5.4742 -0.5952
H -3.4559 -4.5704 -1.9840
H -4.2288 -4.1142 0.5590
H -2.8037 -3.0872 0.5511
H -4.2776 -2.4450 -1.8449
H -5.4379 -2.5271 -0.5246
H -4.5793 -0.6847 0.5767
H -2.9345 -0.9494 0.0338
H -3.7282 1.0198 -0.9778
H -3.6799 -0.1863 -2.2798
H -5.9243 1.1796 -1.2219
H -5.7904 0.3848 -2.6111
H -2.1005 -2.3528 -2.4729
H -2.7140 -3.4412 -4.5412
H 0.1095 -1.7797 -1.8478
H 0.1425 -2.0563 -3.5708
H 1.0070 -4.3725 -3.1851
H 2.7798 -2.5782 -1.5076
H 3.1652 -4.0477 -2.3566
H 3.8295 -2.8657 -4.1275
H 2.2304 -2.2506 -4.3980
H 3.7955 0.4207 -1.9187
H 1.7525 -0.2637 0.0816
H -0.7370 0.1320 0.2473
H -2.0257 0.6309 -1.7670
H -0.8988 0.7181 -3.9932
H 1.5096 0.3205 -4.1733
O -0.6989 -4.3215 5.2999
C -0.5646 -5.2013 4.5124
O -0.5615 -4.9683 3.1633
C -0.4808 -6.2028 2.4483
C 0.1315 -7.2058 3.4204
C -0.3951 -6.6898 4.7596
H -1.4900 -6.4924 2.1384
H 0.1312 -6.0426 1.5603
H -0.1352 -8.2358 3.1950
H 1.2187 -7.1238 3.3975
H -1.3730 -7.1044 5.0091
H 0.2831 -6.8543 5.5912
O -2.3358 0.4553 1.6488
C -2.3789 1.5554 2.1363
O -3.5357 2.2181 2.2814
C -3.2932 3.5477 2.7962
C -1.9350 3.4629 3.4796
C -1.2283 2.4036 2.6361
H -3.3009 4.2390 1.9508
H -4.1038 3.8052 3.4722
H -1.4203 4.4206 3.5198
H -2.0528 3.0978 4.4978
H -0.7208 2.8271 1.7654
H -0.5263 1.7937 3.1988
O -1.7164 2.6157 6.6160
C -2.2045 3.4988 7.2658
O -3.1579 4.3060 6.7554
C -3.5019 5.3394 7.7050
C -3.0825 4.7864 9.0588
C -1.8838 3.9145 8.6860
H -2.9535 6.2434 7.4316
H -4.5685 5.5332 7.6297
H -2.8642 5.5659 9.7850
H -3.8811 4.1685 9.4574
H -0.9450 4.4717 8.6720
H -1.7654 3.0355 9.3132
O 7.6674 2.7676 -8.7050
C 6.8261 2.0464 -8.2568
O 7.0713 1.2013 -7.2312
C 5.9173 0.3852 -6.9590
C 4.7375 1.1658 -7.5276
C 5.3835 1.8940 -8.7054
H 6.0548 -0.5769 -7.4582
H 5.8484 0.2243 -5.8890
H 3.8989 0.5278 -7.7990
H 4.3887 1.8901 -6.7902
H 5.3768 1.2958 -9.6181
H 4.9513 2.8679 -8.9164
O 11.5308 8.4605 -8.2053
C 10.8601 7.4887 -8.3845
O 11.2274 6.5005 -9.2345
C 10.1931 5.5035 -9.3276
C 9.3804 5.6514 -8.0485
C 9.5165 7.1459 -7.7644
H 9.5991 5.7073 -10.2209
H 10.6630 4.5297 -9.4332
H 8.3588 5.2977 -8.1567
H 9.8501 5.0797 -7.2473
H 8.7521 7.7365 -8.2726
H 9.5170 7.3985 -6.7080
O -6.1510 4.1354 10.2874
C -6.3364 2.9783 10.0495
O -5.5798 2.3051 9.1480
C -6.0725 0.9625 8.9793
C -6.8543 0.6644 10.2544
C -7.3847 2.0487 10.6266
H -6.7049 0.9422 8.0897
H -5.2211 0.3055 8.8223
H -7.6260 -0.0883 10.1112
H -6.1744 0.3096 11.0295
H -8.3364 2.2731 10.1419
H -7.4837 2.2123 11.6956
```


Record 2
DFT (ωB97M-V/def2-TZVPD) results for 3 unconnected molecules or ions with the total composition C43H70BrClNO8 in a non-equilibrium geometry.

The net charge is +1. The calculation puts the calculated total energy at -146141.245 eV.

Structure (XYZ):
```
124
C43H70BrClNO8 ωB97M-V/def2-TZVPD
C -3.7152 3.3400 -2.3354
O -4.3327 3.6500 -3.6177
C -4.2145 2.5399 -4.5374
C -4.9891 2.9078 -5.9039
C -4.1456 2.2300 -7.1099
C -2.9633 3.1886 -7.6311
C -1.5725 2.4455 -7.9285
C -0.7679 1.9660 -6.6229
C -0.9376 0.4151 -6.2602
O -0.0050 -0.0746 -5.2438
C -0.5235 0.1415 -3.9273
O -0.7078 1.3108 -3.5204
C -0.9243 -1.0870 -2.9612
C -2.2717 -1.1126 -2.1331
O -3.0938 0.0523 -2.2651
C -2.6775 -2.3329 -1.2276
C -4.0892 -2.2206 -0.4993
C -4.0401 -2.2794 1.0964
O -4.4387 -3.3290 1.6791
Cl -3.4959 -0.9182 2.1894
N -1.7819 -3.4890 -1.1268
C -2.1313 -4.6602 -0.2657
C -1.3791 -4.6862 1.1566
C -1.2492 -6.2187 1.7086
O -0.1280 -3.9605 1.1988
C -0.3693 -2.7536 1.9672
C 0.8783 -1.7674 2.0664
C 1.8210 -1.3538 0.9111
C 2.9841 -0.3289 1.1641
C 3.2603 0.3378 2.5510
C 2.3139 -0.0924 3.7233
C 1.1702 -1.1075 3.4693
C -0.5208 -3.5425 -1.8627
C 0.4633 -4.8259 -1.8088
C 0.1658 -5.7612 -3.1116
C -1.2643 -5.4698 -3.7947
C -1.6182 -6.5493 -4.9683
O -2.9473 -7.1185 -4.8307
C -3.9439 -6.2653 -5.4141
O -4.3708 -5.3217 -4.7031
C -0.0313 -2.3698 -2.7908
Br 1.6857 -2.4553 -3.8104
H -4.3758 2.5549 -1.8193
H -2.6569 2.8869 -2.4721
H -3.6754 4.3254 -1.7339
H -4.7547 1.6172 -4.0843
H -3.0915 2.3483 -4.7207
H -6.0129 2.4032 -5.8804
H -5.0876 4.0398 -6.0654
H -4.8697 1.8827 -7.9275
H -3.6713 1.2777 -6.6678
H -2.7428 4.0738 -6.9253
H -3.3452 3.6704 -8.6105
H -0.9216 3.1825 -8.5403
H -1.7406 1.5311 -8.6081
H 0.3581 2.1782 -6.7952
H -1.0952 2.5894 -5.7138
H -0.7146 -0.1921 -7.2161
H -2.0172 0.1460 -5.9486
H -3.6716 -0.1280 -3.0438
H -4.6379 -1.2454 -0.7975
H -4.7623 -3.0730 -0.9019
H -1.8858 -5.6636 -0.7899
H -3.2642 -4.7283 -0.0348
H -2.0973 -4.1746 1.9085
H -0.1711 -6.4547 2.0015
H -1.9296 -6.3276 2.6391
H -1.6881 -6.9571 0.9367
H -0.6983 -2.9708 3.0573
H -1.1987 -2.1697 1.4027
H 1.6714 -1.7690 -0.1377
H 3.6662 0.0050 0.3056
H 4.0987 1.1074 2.7275
H 2.4841 0.4004 4.7528
H 0.4967 -1.3709 4.3676
H 1.5661 -4.5099 -1.8666
H 0.3501 -5.4364 -0.8534
H 0.1431 -6.8502 -2.7330
H 0.9803 -5.6982 -3.9097
H -1.3104 -4.4402 -4.3186
H -2.1055 -5.5466 -3.0163
H -0.8388 -7.3839 -4.9626
H -1.5530 -6.0325 -5.9894
H -4.3935 -6.4290 -6.4613
C 3.0614 7.3972 0.8116
C 1.7113 6.7589 1.1088
C 1.6789 5.9996 2.4362
C 2.6351 4.8084 2.5339
C 2.4523 3.7324 1.4617
C 1.0876 3.0608 1.5082
H 3.8499 6.6473 0.7128
H 3.0159 7.9543 -0.1280
H 3.3454 8.0948 1.6041
H 1.4276 6.0985 0.2832
H 0.9537 7.5491 1.1433
H 0.6534 5.6602 2.6201
H 1.9128 6.6971 3.2493
H 2.5137 4.3482 3.5218
H 3.6693 5.1674 2.4970
H 3.2210 2.9661 1.6066
H 2.6217 4.1521 0.4651
H 0.9134 2.5988 2.4842
H 1.0287 2.2763 0.7484
H 0.2806 3.7714 1.3130
C 5.0840 -1.1277 9.5483
C 5.7404 0.0726 8.8798
C 5.2150 1.4145 9.3927
C 3.7265 1.6735 9.1466
C 3.2848 1.6124 7.6834
C 3.9493 2.6659 6.8080
H 4.0103 -1.1643 9.3488
H 5.5220 -2.0554 9.1702
H 5.2336 -1.1006 10.6309
H 5.6155 0.0024 7.7944
H 6.8184 0.0282 9.0676
H 5.8051 2.2180 8.9380
H 5.4026 1.4799 10.4709
H 3.4764 2.6612 9.5510
H 3.1319 0.9561 9.7222
H 2.2001 1.7618 7.6433
H 3.4731 0.6170 7.2676
H 3.7405 3.6719 7.1824
H 3.5668 2.6007 5.7850
H 5.0326 2.5310 6.7651
```


Gap between HOMO and LUMO (eV)
7.2 5.9
LUMO level (eV)
-3.43 -4.95